# 1
{
  "formula": "C49H51LiN3O3S3Se",
  "method": "the ωB97M-V functional and the def2-TZVPD basis",
  "total_charge": -1,
  "homo_lumo_gap_ev": 6.2,
  "species": ["Se", "S", "S", "S", "O", "O", "O", "N", "N", "N", "C", "C", "C", "C", "C", "C", "C", "C", "C", "C", "C", "C", "C", "C", "C", "C", "C", "C", "C", "C", "C", "C", "C", "C", "C", "C", "C", "C", "C", "C", "C", "C", "C", "C", "C", "C", "C", "C", "C", "C", "C", "C", "C", "C", "C", "C", "C", "C", "C", "Li", "H", "H", "H", "H", "H", "H", "H", "H", "H", "H", "H", "H", "H", "H", "H", "H", "H", "H", "H", "H", "H", "H", "H", "H", "H", "H", "H", "H", "H", "H", "H", "H", "H", "H", "H", "H", "H", "H", "H", "H", "H", "H", "H", "H", "H", "H", "H", "H", "H", "H", "H"],
  "positions_angstrom": [[1.115, -2.851, 2.652], [0.435, 4.001, 3.369], [-2.920, 2.479, -0.833], [-1.133, -2.060, -0.096], [-0.972, -0.712, 0.543], [0.409, -0.503, -1.934], [-1.530, 2.004, -0.615], [3.713, -2.449, 1.553], [0.625, 1.542, 2.596], [2.611, -0.578, 1.742], [-2.067, -3.004, 1.107], [2.629, 4.707, -0.476], [1.917, -1.325, -3.555], [-1.120, 0.499, 5.673], [-3.834, -1.500, -0.893], [0.326, -0.209, -5.539], [-0.046, -0.048, -4.211], [-3.872, 1.005, -1.321], [1.458, -0.926, -5.903], [4.005, -3.862, 1.508], [-1.309, 1.755, 6.262], [3.855, -0.251, 1.218], [-2.319, -4.347, 0.875], [-0.208, 2.779, 4.413], [-3.472, -4.464, 2.981], [-3.635, 2.694, 0.801], [2.244, -1.473, -4.892], [-3.196, -3.122, 3.210], [4.213, -1.222, -2.536], [2.105, 2.489, -1.274], [2.824, -1.858, -2.462], [0.915, 2.746, 2.218], [-5.444, 3.366, 2.214], [-3.880, -0.103, -0.272], [4.561, -1.447, 1.104], [6.463, -0.274, 0.339], [-2.534, 0.295, -4.542], [-0.853, 2.904, 5.639], [-1.266, 0.767, -3.827], [-2.489, -2.385, 2.271], [-3.031, -5.077, 1.815], [5.877, -1.485, 0.672], [2.523, -1.911, 1.935], [0.736, -0.619, -3.177], [2.079, 4.371, 0.747], [-2.897, 2.278, 1.898], [-0.474, 0.370, 4.458], [1.527, 2.090, -0.053], [2.923, -3.383, -2.487], [5.754, 0.925, 0.442], [1.542, 3.089, 0.934], [-2.440, -1.901, -1.361], [-4.724, 2.934, 3.322], [4.441, 0.962, 0.888], [-4.897, 3.251, 0.945], [-3.454, 2.394, 3.166], [-0.014, 1.523, 3.819], [-1.038, 2.262, -4.053], [2.633, 3.754, -1.497], [0.122, 0.546, -0.461], [3.049, 4.009, -2.467], [3.753, -4.278, 0.531], [2.086, 5.101, 1.551], [3.410, -4.360, 2.270], [-4.759, 0.006, 0.366], [-6.429, 3.797, 2.340], [-3.229, -6.128, 1.645], [3.046, 5.694, -0.637], [-5.448, 3.592, 0.075], [-3.524, -2.649, 4.127], [-4.197, -2.233, -0.169], [-1.388, 0.623, -2.751], [-0.306, -0.593, 3.989], [6.420, -2.417, 0.581], [-5.152, 3.025, 4.312], [-2.232, -1.345, 2.434], [1.934, -3.839, -2.417], [-2.452, -2.864, -1.876], [-1.921, 2.845, -3.774], [1.828, 0.075, 1.846], [-1.989, -1.174, -2.045], [4.147, -0.138, -2.427], [6.237, 1.852, 0.159], [3.389, -3.733, -3.414], [-0.282, 0.246, -6.316], [-0.197, 2.614, -3.455], [-1.480, -0.387, 6.181], [3.532, -3.748, -1.653], [-1.947, -4.824, -0.025], [4.863, -1.601, -1.743], [3.884, 1.885, 0.951], [-3.005, 0.006, 0.364], [4.692, -1.436, -3.496], [1.729, -1.044, -6.945], [-1.814, 1.830, 7.217], [2.139, 1.776, -2.097], [-4.513, -1.559, -1.752], [-1.908, 1.859, 1.742], [7.485, -0.260, -0.017], [-3.410, 0.876, -4.230], [-3.359, 0.703, -2.240], [5.066, -4.014, 1.706], [2.366, -1.562, -1.516], [3.147, -2.017, -5.157], [-1.001, 3.876, 6.093], [-4.017, -5.038, 3.720], [-2.728, -0.762, -4.345], [-2.891, 2.061, 4.029], [-4.877, 1.340, -1.592], [-2.442, 0.412, -5.624], [-0.819, 2.463, -5.106]]
}

# 2
{
  "formula": "C38H40BrClFN7O10RuS2",
  "method": "the ωB97M-V functional and the def2-TZVPD basis",
  "total_charge": -1,
  "homo_lumo_gap_ev": [7.6, 7.5],
  "spin_multiplicity": 2,
  "species": ["Ru", "Br", "Cl", "S", "S", "F", "O", "O", "O", "O", "O", "O", "O", "O", "O", "O", "N", "N", "N", "N", "N", "N", "N", "C", "C", "C", "C", "C", "C", "C", "C", "C", "C", "C", "C", "C", "C", "C", "C", "C", "C", "C", "C", "C", "C", "C", "C", "C", "C", "C", "C", "C", "C", "C", "C", "C", "C", "C", "C", "C", "C", "H", "H", "H", "H", "H", "H", "H", "H", "H", "H", "H", "H", "H", "H", "H", "H", "H", "H", "H", "H", "H", "H", "H", "H", "H", "H", "H", "H", "H", "H", "H", "H", "H", "H", "H", "H", "H", "H", "H", "H"],
  "positions_angstrom": [[-0.802, 0.033, 1.450], [-2.545, 1.682, -0.045], [1.555, -3.189, -8.771], [0.248, 1.992, 2.151], [1.566, 0.621, 2.980], [-0.635, -3.039, -4.014], [-1.549, -1.743, 0.546], [-3.734, -1.288, 0.858], [-1.506, -5.594, 0.619], [2.883, 0.692, 2.387], [0.978, -5.161, -3.161], [0.810, -0.638, 2.515], [3.646, 2.155, -2.167], [1.519, 0.748, 4.415], [-4.181, -1.736, 3.797], [-1.961, -0.522, 2.966], [-0.293, -5.329, -1.280], [0.651, -0.158, -0.134], [-2.121, -3.957, -0.861], [-2.092, 1.374, 4.439], [2.295, -1.439, -0.950], [-2.568, 2.141, 3.454], [2.707, -0.152, -0.808], [6.165, 2.287, -3.493], [-5.124, 4.359, 2.018], [6.420, 1.932, -1.062], [4.397, 0.942, -2.270], [1.727, 0.592, -0.320], [-2.455, -0.916, 5.288], [3.940, 0.087, -3.469], [-2.593, -1.579, 7.620], [-4.283, -2.294, 6.067], [-3.398, 1.664, 2.595], [-6.906, 5.804, 3.615], [1.904, -2.792, -6.112], [-3.772, -2.262, 7.352], [-1.724, -0.090, 4.247], [1.058, -1.401, -0.529], [2.102, -0.039, -6.378], [-2.802, -2.005, 0.524], [1.903, -0.823, -7.505], [4.098, 0.227, -0.957], [-5.872, 5.081, 4.193], [5.925, 1.281, -2.360], [2.106, -1.992, -4.999], [1.809, -2.195, -7.357], [2.475, 0.238, -3.896], [-4.233, 3.609, 1.115], [-0.855, -3.672, -2.853], [-3.146, -3.403, 0.014], [-3.631, -1.632, 5.028], [-6.156, 5.105, 1.444], [-7.043, 5.818, 2.234], [-1.950, -0.922, 6.583], [-1.851, -3.311, -2.042], [0.041, -4.763, -2.502], [-3.587, 2.488, 1.400], [-4.983, 4.366, 3.405], [6.760, 0.024, -2.630], [-1.329, -4.995, -0.416], [2.207, -0.608, -5.113], [1.804, -0.053, -3.087], [1.803, -3.862, -6.003], [4.121, -0.965, -3.233], [6.613, -0.741, -1.866], [-7.842, 6.385, 1.771], [-1.311, 1.855, 4.864], [5.758, 2.740, -0.750], [2.251, 1.280, -4.132], [7.415, 2.350, -1.224], [0.415, -2.261, -0.469], [7.819, 0.289, -2.622], [-5.750, 5.076, 5.269], [2.170, 1.037, -6.487], [1.827, 1.635, -0.077], [7.239, 2.432, -3.624], [-2.498, -2.479, -2.287], [-4.166, 3.822, 3.857], [6.539, -0.422, -3.600], [-6.265, 5.115, 0.366], [-0.659, -0.104, 4.487], [-4.291, -2.787, 8.146], [3.647, 2.599, -3.021], [-3.240, -4.070, 0.869], [5.736, 3.262, -3.254], [-4.099, -3.358, -0.510], [-5.188, -2.838, 5.833], [-7.595, 6.361, 4.237], [-3.525, -1.425, 3.136], [-4.142, 4.011, 0.111], [-3.709, 0.628, 2.530], [1.818, -0.378, -8.487], [4.332, 0.871, -0.113], [0.299, -6.083, -0.961], [2.170, -2.459, -4.022], [4.670, -0.693, -0.867], [6.500, 1.215, -0.244], [-2.178, -1.564, 8.619], [4.558, 0.307, -4.341], [5.765, 1.955, -4.452], [-1.025, -0.389, 6.775]]
}

# 3
{
  "formula": "C5H10O2",
  "method": "the ωB97M-V functional and the def2-TZVPD basis",
  "homo_lumo_gap_ev": 9.7,
  "species": ["O", "O", "C", "C", "C", "C", "C", "H", "H", "H", "H", "H", "H", "H", "H", "H", "H"],
  "positions_angstrom": [[-2.328, 1.013, 0.369], [2.431, 0.761, -0.112], [2.273, -0.461, -0.365], [0.328, -1.141, 0.094], [-0.543, -0.074, 0.148], [-1.705, 0.346, -0.738], [-1.342, 0.530, 1.295], [-1.752, -0.224, 1.981], [2.220, -0.790, -1.415], [-0.876, 1.336, 1.871], [0.594, -1.612, 1.036], [-1.504, 1.021, -1.576], [0.301, 1.260, -0.057], [1.124, 1.385, -0.099], [2.670, -1.205, 0.337], [-2.301, -0.508, -1.089], [0.275, -1.803, -0.767]]
}

| no. | F_max (Eh/bohr) |
| --- | --- |
| 1 | 0.00735 |
| 2 | 0.00953 |
| 3 | 0.00701 |